Entry 1:
The ion C4H8IN2 with charge +1. Source: OMol25; level of theory: ωB97M-V with the def2-TZVPD basis set.

Summary:
- net charge = +1
- HOMO (alpha / beta) (eV) = -13.47 / -13.46
- Kohn-Sham gap (alpha / beta) (eV) = 8.10 / 8.10
- energy above the lowest of the compared OMol25 structures with the same formula, charge and spin (kcal/mol) = 135.2

Positions of all 15 atoms, in Å:
C: -0.20 -0.10 0.68
C: -1.55 1.57 -0.55
C: -1.04 0.99 0.79
C: 0.66 -2.24 0.10
N: -0.07 -1.26 0.32
N: 2.74 -1.07 -0.54
I: 2.22 0.59 0.28
H: -1.80 0.92 -1.33
H: -2.41 2.21 -0.43
H: -0.77 2.38 -0.78
H: -1.81 0.55 1.55
H: -0.74 1.85 1.32
H: 0.84 -2.67 -0.84
H: 1.14 -2.74 1.02
H: 2.78 -0.96 -1.60

Entry 2:
A structure of composition C4H8INOS. Source: OMol25; level of theory: ωB97M-V with the def2-TZVPD basis set.

Summary:
- HOMO (eV) = -9.34
- Kohn-Sham gap (eV) = 9.54
- energy above the lowest of the compared OMol25 structures with the same formula, charge and spin (kcal/mol) = 66.2

Positions of all 16 atoms, in Å:
C: 0.43 1.10 -2.17
C: 0.53 0.21 -1.22
C: 1.30 -0.49 1.16
C: 0.34 0.46 0.15
N: -1.42 -1.83 0.37
O: -1.87 0.29 1.90
S: -1.35 -0.32 0.70
I: -0.06 2.49 0.75
H: 0.60 0.62 -3.17
H: 0.16 2.16 -2.02
H: 0.73 -0.83 -1.49
H: 0.73 -0.73 2.07
H: 2.25 -0.02 1.34
H: 1.33 -1.32 0.58
H: -1.68 -2.25 1.25
H: -2.00 0.47 -0.20

Entry 3:
A structure of composition C4H8INS. Source: OMol25; level of theory: ωB97M-V with the def2-TZVPD basis set.

Summary:
- HOMO (alpha / beta) (eV) = -6.00 / -8.87
- Kohn-Sham gap (alpha / beta) (eV) = 6.68 / 6.54
- <S²> = 2.009
- spin multiplicity = 3
- energy above the lowest of the compared OMol25 structures with the same formula, charge and spin (kcal/mol) = 33.7

Positions of all 15 atoms, in Å:
C: -1.25 -1.05 -0.52
C: -1.21 0.09 -1.55
C: 0.48 0.75 0.72
C: 1.97 0.73 0.95
N: -0.07 -1.07 0.27
S: -0.06 1.48 -0.88
I: -0.26 -2.28 1.95
H: -2.21 -0.82 0.05
H: -1.40 -1.91 -1.18
H: -0.64 -0.01 -2.55
H: -2.04 0.66 -1.81
H: -0.05 1.07 1.51
H: 2.26 -0.05 0.33
H: 2.02 0.67 2.04
H: 2.44 1.73 0.65